Formula: C7H7N3O2
Source: the OMol25 dataset
Level of theory: ωB97M-V/def2-TZVPD

Calculated values
- LUMO (eV) = 0.175
- Kohn-Sham gap (eV) = 8.111

Geometry as ORCA input:
```
! RIJCOSX wB97M-V def2-TZVPD def2/J DEFGRID3
* xyz 0 1
O -2.099 0.674 -2.239
O -0.287 0.131 -3.503
N -2.622 0.453 -0.963
N -0.060 -0.355 0.641
N 0.707 1.481 1.942
C -0.930 0.034 -2.342
C -0.161 0.876 1.155
C 2.019 -0.506 1.787
C 1.047 -1.045 0.965
C -0.635 -0.615 -1.200
C 1.806 0.781 2.257
C -1.751 -0.305 -0.380
H 1.139 -2.046 0.555
H 2.518 1.256 2.899
H 2.917 -1.064 2.047
H -0.806 0.680 -4.096
H -1.970 -0.594 0.636
H 0.231 -1.259 -1.044
H -1.062 1.423 0.884
*
```

Formula: C10H22N2O5ReSSi
Source: the OMol25 dataset
Level of theory: ωB97M-V/def2-TZVPD

Calculated values
- <S²> = 0.756
- LUMO (spin up / spin down) (eV) = -7.482 / -7.641
- Kohn-Sham gap (spin up / spin down) (eV) = 7.919 / 7.471

Geometry as ORCA input:
```
! RIJCOSX wB97M-V def2-TZVPD def2/J DEFGRID3
* xyz 2 2
Re -0.261 1.114 1.166
S -0.221 2.399 -0.640
Si 0.381 -1.055 0.150
O -3.705 -0.490 2.392
O -2.049 0.716 1.464
O -0.439 0.376 3.270
O 2.942 0.998 3.829
O 1.570 1.253 2.095
N 0.866 1.423 -2.877
N -1.486 1.370 -2.714
C 1.131 0.944 -4.243
C 0.698 0.288 4.102
C 2.200 -1.012 -0.280
C 0.065 -2.325 1.493
C -1.679 -0.242 3.645
C -2.614 -0.053 2.458
C 1.794 0.889 3.266
C -0.646 -1.528 -1.336
C -1.925 0.838 -4.014
C -0.279 1.604 -2.256
H 0.388 -3.306 1.135
H 2.180 1.134 -4.451
H -0.568 -2.614 -1.450
H 0.576 0.863 5.024
H -2.097 0.247 4.525
H 1.673 1.722 -2.352
H 0.950 -0.746 4.358
H 2.473 -1.976 -0.718
H -2.973 0.573 -3.914
H 3.615 1.406 3.252
H -0.279 -1.087 -2.264
H -1.705 -1.294 -1.221
H -2.228 1.621 -2.076
H -0.999 -2.415 1.726
H 2.434 -0.243 -1.018
H 2.843 -0.852 0.586
H -1.370 -0.058 -4.276
H 0.538 1.491 -4.969
H -1.828 1.591 -4.793
H -1.534 -1.307 3.833
H 0.620 -2.135 2.414
H 0.948 -0.125 -4.324
*
```

Formula: C12H11Cl2F3N2O4
Source: the OMol25 dataset
Level of theory: ωB97M-V/def2-TZVPD

Calculated values
- structure (SMILES) = COCCNC(=O)NC1(C(F)(F)F)Oc2cc(Cl)c(Cl)cc2O1
- LUMO (eV) = 0.595
- Kohn-Sham gap (eV) = 9.510

Geometry as ORCA input:
```
! RIJCOSX wB97M-V def2-TZVPD def2/J DEFGRID3
* xyz 0 1
Cl -5.834 1.722 2.037
Cl -6.210 -1.425 2.689
F 0.362 -1.313 2.573
F 1.440 -2.430 0.977
F 1.557 -0.216 1.017
O -1.135 0.213 0.378
O 1.186 -1.663 -2.711
O -1.526 -2.068 0.736
O 2.996 1.824 -0.560
N 0.897 0.419 -1.816
N -0.301 -1.498 -1.119
C 1.982 1.081 -2.563
C -0.545 -1.130 0.302
C -2.580 -1.320 1.123
C 4.135 1.942 0.316
C -4.790 -0.829 1.946
C -3.346 0.973 1.170
C 0.743 -1.277 1.254
C -3.807 -1.774 1.641
C -2.375 0.017 0.890
C -4.543 0.547 1.703
C 0.630 -0.918 -1.909
C 3.268 1.138 -1.793
H -3.954 -2.808 1.808
H 3.711 0.138 -1.608
H 3.992 1.661 -2.415
H 4.318 0.970 0.742
H -0.557 -2.449 -1.394
H -3.129 2.003 0.978
H 2.184 0.605 -3.513
H 3.968 2.590 1.172
H 1.658 2.088 -2.816
H 0.551 0.905 -1.004
H 5.055 2.284 -0.228
*
```

Formula: C27H36FN4O2SbSe4SiTi
Source: the OMol25 dataset
Level of theory: ωB97M-V/def2-TZVPD

Calculated values
- LUMO (eV) = 4.011
- Kohn-Sham gap (eV) = 5.992

Geometry as ORCA input:
```
! RIJCOSX wB97M-V def2-TZVPD def2/J DEFGRID3
* xyz -2 1
Sb -0.042 -0.330 5.467
Se 0.404 -2.670 5.287
Se 1.761 1.061 6.147
Se -2.288 0.494 5.617
Se 0.209 -0.021 2.676
Ti 0.572 -0.040 0.432
Si 3.339 -1.205 1.566
F 1.465 1.434 -1.394
O 0.582 2.743 0.933
O -1.485 2.320 0.134
N -1.922 -2.010 1.205
N -0.074 -1.500 -0.825
N 2.572 -0.021 0.517
N -1.074 0.063 -2.926
C 2.352 -0.693 -4.159
C -0.399 1.896 0.467
C 0.268 4.120 1.099
C -1.548 -3.044 0.344
C 0.216 -0.501 -3.033
C -2.302 -2.376 2.552
C 0.704 -1.308 -1.986
C 3.287 1.015 0.004
C -2.172 -0.873 -3.073
C -0.284 -3.819 -1.570
C 3.807 -0.521 3.259
C 2.005 -1.801 -2.068
C -1.591 -5.383 -0.305
C 4.610 3.225 -1.211
C -0.764 -5.108 -1.371
C 2.830 -1.500 -3.138
C 4.918 -1.763 0.638
C 1.056 -0.206 -4.107
C -2.783 -0.973 0.660
C -1.308 1.304 -3.619
C -0.612 -2.770 -0.702
C 5.214 2.495 -0.196
C -1.978 -4.349 0.540
C 3.332 2.864 -1.626
C 4.573 1.425 0.405
C 2.336 -2.800 1.672
C 2.731 1.797 -1.017
H -0.462 -5.897 -2.051
H 2.375 -2.391 -1.239
H 1.298 -2.693 1.985
H 0.393 -3.637 -2.394
H 2.801 3.398 -2.403
H 4.895 -0.483 3.376
H -2.315 -1.165 -4.129
H -1.554 -3.038 2.990
H 5.116 4.066 -1.667
H 5.060 0.898 1.215
H -3.819 -1.333 0.542
H -1.942 -6.392 -0.120
H 1.133 4.696 0.768
H 2.992 -0.429 -4.993
H -0.614 4.388 0.516
H 5.040 -2.842 0.754
H -2.332 -1.478 3.168
H 2.372 -3.359 0.732
H 3.396 -1.150 4.053
H -3.293 -2.855 2.596
H -0.489 1.996 -3.428
H -3.094 -0.411 -2.716
H -1.428 1.186 -4.712
H 5.830 -1.287 1.001
H -2.633 -4.557 1.374
H 3.402 0.477 3.440
H -2.224 1.750 -3.228
H 0.082 4.318 2.157
H 2.828 -3.410 2.436
H 0.696 0.436 -4.901
H -2.781 -0.120 1.342
H 4.838 -1.546 -0.429
H -2.411 -0.626 -0.304
H 3.849 -1.868 -3.155
H 6.204 2.770 0.148
H -1.991 -1.771 -2.489
*
```

Formula: C9H11AlClO4S
Source: the OMol25 dataset
Level of theory: ωB97M-V/def2-TZVPD

Calculated values
- LUMO (eV) = 2.934
- Kohn-Sham gap (eV) = 8.709

Geometry as ORCA input:
```
! RIJCOSX wB97M-V def2-TZVPD def2/J DEFGRID3
* xyz -1 1
Cl -4.090 -2.014 -1.432
S 0.533 -1.574 1.581
Al -3.272 -1.458 0.546
O -2.347 0.072 0.487
O 0.682 -2.859 2.220
O 0.225 -0.427 2.406
O -1.759 -2.393 0.777
C 1.621 2.820 -0.977
C 0.497 0.825 -1.697
C -0.699 -1.687 0.241
C -0.244 0.793 -0.518
C -0.050 1.793 0.425
C 2.063 -1.219 0.734
C 1.428 1.828 -1.926
C -1.249 -0.308 -0.284
C 0.877 2.797 0.198
H -0.632 1.771 1.337
H 0.330 0.049 -2.440
H -1.605 -0.591 -1.293
H 1.831 -0.785 -0.238
H 2.338 3.611 -1.164
H 2.617 -2.148 0.615
H 1.982 1.838 -2.859
H 2.602 -0.491 1.340
H -4.438 -1.596 1.603
H 1.029 3.579 0.936
H -0.270 -2.224 -0.619
*
```

Formula: C22H42CrN2OS5
Source: the OMol25 dataset
Level of theory: ωB97M-V/def2-TZVPD

Calculated values
- <S²> = 0.835
- LUMO (spin up / spin down) (eV) = -11.147 / -10.591
- Kohn-Sham gap (spin up / spin down) (eV) = 5.390 / 5.948

Geometry as ORCA input:
```
! RIJCOSX wB97M-V def2-TZVPD def2/J DEFGRID3
* xyz 3 2
Cr 0.298 0.555 -0.917
S 1.661 -0.888 0.683
S 1.838 0.494 -2.939
S -0.379 -1.619 -1.915
S -1.610 0.464 2.000
S 4.568 0.331 -0.871
O -1.168 0.105 0.562
N -1.072 1.736 -2.070
N 0.874 2.466 -0.068
C 3.541 1.014 -3.371
C -4.379 -3.074 5.923
C 0.583 2.552 1.369
C -2.351 1.028 -2.196
C 0.082 3.489 -0.781
C -1.261 2.913 -1.203
C 1.871 -1.244 -3.519
C -2.424 -1.678 5.219
C -3.551 -2.437 4.874
C -3.279 1.166 1.759
C -1.762 -0.930 4.268
C 0.469 -1.805 -3.526
C 4.683 0.279 -2.694
C 4.261 -1.424 -0.430
C -0.703 2.187 -3.419
C 2.301 2.760 -0.214
C 0.666 -2.415 0.520
C 0.492 -2.885 -0.908
C -3.896 -2.534 3.520
C -3.239 -1.792 2.559
C -2.200 -0.953 2.944
C 3.396 -1.517 0.807
H 1.072 3.430 1.800
H 1.125 -3.196 1.127
H -3.548 -1.848 1.525
H -0.935 -0.294 4.548
H 5.229 -1.875 -0.207
H -0.152 -1.279 -4.252
H -0.486 2.644 1.547
H -4.723 -3.163 3.229
H 5.613 0.783 -2.966
H 4.757 -0.759 -3.007
H 0.957 1.666 1.883
H 0.635 3.823 -1.660
H 1.452 -3.120 -1.363
H 2.528 3.777 0.115
H 3.571 2.079 -3.147
H 0.468 -2.866 -3.782
H -2.261 0.224 -2.925
H 3.833 -0.921 1.607
H -0.138 -3.776 -0.930
H -0.656 1.340 -4.101
H -4.593 -2.365 6.724
H -2.641 0.597 -1.241
H -1.828 2.590 -0.328
H -1.453 2.883 -3.805
H 0.261 2.690 -3.423
H 2.278 -1.241 -4.532
H 2.531 -1.826 -2.876
H -0.082 4.364 -0.145
H -1.847 3.685 -1.717
H 2.606 2.661 -1.251
H 3.318 -2.550 1.145
H -0.297 -2.148 0.960
H -3.141 1.703 -2.535
H -5.315 -3.456 5.525
H 2.879 2.074 0.402
H -2.096 -1.642 6.246
H -3.207 2.163 1.337
H -3.875 0.524 1.117
H -3.746 1.228 2.736
H -3.840 -3.900 6.391
H 3.828 -1.944 -1.281
H 3.611 0.898 -4.454
*
```

Formula: C3H3NO
Source: the OMol25 dataset
Level of theory: ωB97M-V/def2-TZVPD

Calculated values
- structure (SMILES) = N#C[C@@H]1CO1
- LUMO (eV) = 0.845
- Kohn-Sham gap (eV) = 12.269

Geometry as ORCA input:
```
! RIJCOSX wB97M-V def2-TZVPD def2/J DEFGRID3
* xyz 0 1
O -1.092 -0.518 -0.529
N 1.730 1.242 -1.520
C -0.306 0.487 -0.013
C 0.828 0.947 -0.862
C -0.252 -0.850 0.570
H 0.568 -1.519 0.279
H -0.787 1.285 0.528
H -0.689 -1.075 1.546
*
```

Formula: C8H7F3N2O2PtS
Source: the OMol25 dataset
Level of theory: ωB97M-V/def2-TZVPD

Calculated values
- <S²> = 2.006
- LUMO (spin up / spin down) (eV) = -0.106 / -1.205
- Kohn-Sham gap (spin up / spin down) (eV) = 8.254 / 7.586

Geometry as ORCA input:
```
! RIJCOSX wB97M-V def2-TZVPD def2/J DEFGRID3
* xyz 0 3
Pt -0.411 -0.005 -0.499
S 0.186 -0.633 -2.673
F 1.047 -3.222 -4.415
F 3.116 -3.814 -4.261
F 2.610 -1.742 -4.592
O -2.718 1.541 2.530
O -1.929 0.286 0.853
N 1.311 -1.485 -0.561
N 0.385 1.640 0.774
C 2.092 -2.193 0.252
C 1.335 -1.680 -1.890
C -1.829 1.193 1.791
C 2.239 -2.850 -3.935
C 2.199 -2.628 -2.445
C 2.969 -3.143 -0.228
C 3.017 -3.354 -1.600
C -0.419 1.728 2.008
H 3.691 -4.091 -2.016
H 3.595 -3.703 0.451
H -0.476 2.741 2.400
H 0.255 2.462 0.193
H 1.998 -1.987 1.311
H 0.049 1.093 2.762
H 1.376 1.565 0.968
*
```

Formula: C34H37N9PPt
Source: the OMol25 dataset
Level of theory: ωB97M-V/def2-TZVPD

Calculated values
- LUMO (eV) = -2.342
- Kohn-Sham gap (eV) = 6.849

Geometry as ORCA input:
```
! RIJCOSX wB97M-V def2-TZVPD def2/J DEFGRID3
* xyz 1 1
Pt 0.047 1.174 -0.683
P 2.008 3.199 1.465
N 0.780 5.210 -0.036
N 0.060 -0.855 -0.933
N 4.133 2.128 0.018
N 0.597 2.151 3.664
N -0.150 1.424 1.726
N -2.225 -1.230 -1.227
N -0.777 -3.005 -1.230
N 2.189 1.427 -0.738
N 0.181 3.198 -0.691
C -1.682 -4.026 -0.839
C -2.668 2.321 -0.330
C -0.379 4.110 -1.531
C 5.131 2.683 0.911
C -1.983 1.152 -0.683
C -3.318 -6.109 -0.018
C -0.672 -5.433 -2.666
C -2.437 -6.283 -1.074
C -0.959 -1.655 -1.095
C -2.562 -3.847 0.225
C 2.086 -1.670 -1.996
C -4.046 2.420 -0.406
C -1.615 -5.250 -1.510
C -0.015 5.361 -1.133
C 4.339 1.659 -1.242
C -0.578 1.509 3.906
C -3.386 -4.885 0.627
C 1.388 6.262 0.755
C 3.834 -2.708 -0.732
C 0.897 3.874 0.215
C 3.332 -2.274 -1.948
C 3.126 1.236 -1.700
C -1.034 1.067 2.693
C 1.339 -1.495 -0.836
C -4.791 1.336 -0.841
C -4.169 0.137 -1.139
C 2.808 1.974 0.316
C 1.808 -1.986 0.387
C -2.771 0.050 -1.021
C -4.989 -1.052 -1.572
C 0.963 -1.904 1.625
C 0.839 2.064 2.320
C 3.069 -2.572 0.417
C 1.467 2.785 4.640
H -0.259 6.327 -1.539
H -4.660 -1.428 -2.545
H -2.892 -1.952 -1.444
H -6.033 -0.763 -1.668
H 0.176 -3.302 -1.369
H 2.884 0.831 -2.664
H 1.671 -1.330 -2.938
H 6.115 2.299 0.657
H -3.943 -6.931 0.304
H 4.897 2.404 1.935
H -4.941 -1.869 -0.846
H 0.987 7.223 0.446
H 3.905 -2.406 -2.857
H -2.120 3.180 0.028
H 5.152 3.772 0.842
H -2.383 -7.241 -1.575
H -5.867 1.415 -0.926
H -4.539 3.345 -0.134
H 1.393 3.871 4.569
H -0.795 -4.635 -3.400
H 3.450 -2.939 1.363
H -4.068 -4.742 1.455
H -0.854 -6.386 -3.158
H 1.578 -2.023 2.516
H 2.471 6.268 0.627
H 5.310 1.657 -1.707
H 1.181 2.472 5.640
H 0.446 -0.949 1.667
H 0.209 -2.696 1.635
H 0.371 -5.421 -2.336
H 4.811 -3.170 -0.678
H -1.020 3.813 -2.341
H -1.935 0.521 2.465
H 2.500 2.497 4.456
H 1.168 6.108 1.810
H -0.996 1.415 4.894
H -2.585 -2.903 0.756
*
```

Formula: C6H7N2O
Source: the OMol25 dataset
Level of theory: ωB97M-V/def2-TZVPD

Calculated values
- structure (SMILES) = C=C([O-])C1=C[NH+]=C[N+]1=C
- LUMO (eV) = -4.266
- Kohn-Sham gap (eV) = 9.616

Geometry as ORCA input:
```
! RIJCOSX wB97M-V def2-TZVPD def2/J DEFGRID3
* xyz 1 1
O -1.080 -1.994 -1.502
N 0.236 -0.448 2.289
N 0.461 0.373 0.313
C -0.350 -0.697 0.196
C 0.759 0.584 1.569
C -0.842 -0.875 -1.224
C -0.443 -1.298 1.420
C 0.745 1.258 -0.758
C -0.868 0.314 -2.065
H 0.571 2.264 -0.654
H 0.624 -0.581 3.234
H -0.401 0.375 -2.995
H 1.660 1.209 1.896
H -1.824 0.824 -1.920
H -0.854 -2.205 1.576
H 1.607 0.896 -1.375
*
```

Formula: C8H12N4O3
Source: the OMol25 dataset
Level of theory: ωB97M-V/def2-TZVPD

Calculated values
- structure (SMILES) = N[C@@H](Cc1c[nH]cn1)C(=O)NCC(=O)O
- LUMO (eV) = 0.626
- Kohn-Sham gap (eV) = 9.760

Geometry as ORCA input:
```
! RIJCOSX wB97M-V def2-TZVPD def2/J DEFGRID3
* xyz 0 1
O -1.219 -3.959 1.258
O -0.075 -2.425 0.195
O -2.498 0.393 -0.391
N 0.304 1.718 1.605
N -1.327 -0.421 1.448
N 2.340 -0.429 -2.354
N 1.815 0.346 -0.309
C -0.067 1.888 -0.933
C 1.202 0.369 -2.461
C -0.686 1.694 0.498
C -1.945 -1.744 1.617
C 2.649 -0.420 -1.009
C -1.029 -2.804 1.019
C -1.579 0.435 0.414
C 0.967 0.876 -1.218
H 2.627 -1.084 -3.074
H 0.181 -1.494 0.274
H -0.544 -0.117 2.021
H 0.318 2.637 2.030
H -0.938 1.699 -1.624
H 0.353 2.894 -0.956
H -2.927 -1.725 1.067
H 3.533 -0.779 -0.571
H -1.937 -1.882 2.673
H 1.241 1.383 1.301
H -1.392 2.469 0.790
H 0.630 0.483 -3.309
*
```